9
Properties=species:S:1:pos:R:3:forces:R:3 method="wB97M-V/def2-TZVPD" spin_multiplicity=1 de_lowest_kcal_mol=123.17 homo_lumo_gap_ev="8.46 / 8.46"
C 0.638392 1.220216 -0.435694 -0.7 0.9 1.3
C -0.407720 1.213661 0.332500 1.6 0.9 -1.4
C -0.231432 -0.791442 -0.012675 -2.3 0.6 1.2
C 1.152104 -0.166488 -0.308496 2.4 -2.1 -2.2
C -1.298431 0.201548 0.599200 -0.6 -0.2 1.1
N -1.381335 -0.839996 -0.520881 1.1 -0.7 -0.4
H 1.308273 -0.550262 -1.381003 0.0 0.4 1.4
H 2.147462 -0.476125 0.225276 -2.2 0.8 -0.5
H -1.927311 0.188884 1.501770 0.6 -0.7 -0.6